(1)
Density functional theory data (wB97M-V/def2-TZVPD) for a 2-piece molecular cluster, C19H13Cl3NO overall.

Positions of all 37 atoms, in Å:
C  -3.642  -0.027  0.072
C  -2.768  1.123  0.559
C  -3.208  1.713  1.838
N  -3.600  2.136  2.853
C  -2.257  2.154  -0.424
C  -1.926  1.692  -1.732
C  -1.259  2.549  -2.591
C  -0.852  3.830  -2.147
C  -1.134  4.235  -0.834
C  -1.788  3.373  0.046
H  -3.379  -0.331  -0.958
H  -3.439  -0.847  0.783
H  -4.702  0.235  0.126
H  -2.276  0.699  -2.066
H  -1.053  2.204  -3.622
H  -0.250  4.454  -2.817
H  -0.826  5.229  -0.493
H  -2.036  3.717  1.059
Cl  -1.164  0.323  0.941
C  0.774  -1.710  2.450
Cl  -0.380  -1.943  3.672
C  0.637  -2.646  1.283
O  -0.227  -3.530  1.295
C  1.771  -2.589  0.352
C  2.859  -1.685  0.550
C  3.862  -1.638  -0.415
C  3.904  -2.524  -1.446
C  2.881  -3.454  -1.594
C  1.858  -3.515  -0.661
C  2.800  -0.787  1.627
Cl  4.045  0.254  1.957
C  1.738  -0.725  2.534
H  4.688  -0.966  -0.297
H  4.696  -2.529  -2.174
H  2.881  -4.180  -2.394
H  1.032  -4.211  -0.768
H  1.741  -0.086  3.434

Forces on atoms 1 to 6 (eV/Å):
C -0.3340 -0.1248 0.3123
C 1.3267 -0.1700 0.0460
C -1.1344 0.4639 1.6131
N 0.7907 -0.7380 -2.0514
C 0.3893 -0.5796 -0.7822
C -0.9504 0.7182 0.5574

Its net charge is -1. The calculation puts the HOMO-LUMO gap at 0.20467 Ha. For the HOMO energy, the calculation gives -2.876 eV.



(2)
Density functional theory data (wB97M-V/def2-TZVPD) for the molecule C19H13ClN4O2S.

Positions of all 40 atoms, in Å:
O  3.007  -2.461  2.586
C  2.320  -1.938  1.740
C  2.804  -0.692  1.018
S  3.152  -1.088  -0.728
C  1.960  -0.123  -1.573
N  1.127  0.612  -0.909
C  0.230  1.275  -1.680
C  0.164  1.224  -3.081
C  -0.953  2.023  -3.402
N  -1.507  2.496  -2.315
N  -0.793  2.054  -1.262
C  -1.179  2.383  0.044
C  -2.490  2.790  0.272
C  -2.893  3.105  1.556
C  -2.000  3.013  2.612
C  -0.693  2.619  2.378
C  -0.275  2.310  1.097
C  1.113  0.436  -3.816
O  1.234  0.275  -5.004
N  1.995  -0.225  -2.923
C  1.016  -2.499  1.321
C  -0.032  -1.725  0.824
C  -1.226  -2.318  0.461
C  -1.380  -3.692  0.588
Cl  -2.865  -4.429  0.122
C  -0.352  -4.476  1.096
C  0.832  -3.876  1.468
H  3.738  -0.353  1.465
H  2.062  0.103  0.999
H  -1.352  2.252  -4.369
H  -3.167  2.857  -0.564
H  -3.909  3.421  1.733
H  -2.320  3.254  3.614
H  0.009  2.560  3.196
H  0.748  2.030  0.905
H  2.694  -0.820  -3.354
H  0.062  -0.655  0.733
H  -2.038  -1.718  0.083
H  -0.486  -5.541  1.198
H  1.643  -4.464  1.869

Forces on atoms 1 to 6 (eV/Å):
O 0.0493 0.0048 -0.0463
C 0.0647 0.2441 -0.0351
C 0.3173 -0.0315 -0.2622
S 0.2633 -0.1265 0.1558
C -0.2205 0.2252 0.4562
N 0.1206 0.0089 0.0705

The calculation puts the HOMO-LUMO gap at 0.32103 Ha. For the HOMO energy, the calculation gives -8.898 eV. The SMILES is O=C(CSc1nc2c(cnn2-c2ccccc2)c(=O)[nH]1)c1ccc(Cl)cc1.



(3)
Density functional theory data (wB97M-V/def2-TZVPD) for C19H13F3IrN4O2 as an isolated structure.

Positions of all 42 atoms, in Å:
Ir  -0.333  -0.040  -0.064
C  -5.361  0.304  1.470
C  -5.084  -1.061  1.496
C  -3.781  -1.511  1.522
C  -2.735  -0.571  1.511
C  -3.020  0.812  1.470
C  -4.328  1.242  1.458
N  -1.406  -0.917  1.369
C  -0.799  -2.078  1.804
C  -1.284  -2.914  2.813
C  -0.567  -4.051  3.151
C  0.632  -4.373  2.519
C  1.162  -3.539  1.540
C  0.453  -2.402  1.211
N  0.894  -1.471  0.236
N  1.971  -1.538  -0.383
C  2.177  -0.474  -1.275
C  3.334  -0.453  -2.022
C  3.525  0.618  -2.895
C  2.561  1.603  -2.971
C  1.415  1.510  -2.184
N  1.224  0.498  -1.347
H  -6.389  0.641  1.454
H  -5.895  -1.776  1.475
H  -3.561  -2.568  1.473
H  -2.209  1.531  1.543
H  -4.552  2.299  1.459
H  -2.192  -2.658  3.338
H  -0.942  -4.700  3.932
H  1.167  -5.268  2.803
H  2.099  -3.768  1.052
H  4.055  -1.252  -1.917
H  4.418  0.671  -3.502
H  2.673  2.447  -3.637
H  0.635  2.258  -2.231
F  -3.772  -1.911  -2.938
C  -2.463  -2.019  -3.150
F  -2.183  -3.229  -3.607
F  -2.087  -1.111  -4.041
C  -1.736  -1.820  -1.787
O  -1.694  -2.657  -0.935
O  -1.205  -0.606  -1.696

Forces on atoms 1 to 6 (eV/Å):
Ir 0.1256 0.3651 -0.0275
C -0.0308 0.0070 -0.0037
C 0.0156 -0.0319 0.0263
C 0.0169 -0.0255 0.0902
C 0.0640 0.0221 -0.0403
C -0.1279 0.0081 0.0097

As for the spin multiplicity: 2. Its net charge is +2. The calculation puts the HOMO-LUMO gap (spin up / spin down) at 0.21251 / 0.22122 Ha. For the HOMO energy (spin up / spin down), the calculation gives -14.934 / -15.493 eV.



(4)
Density functional theory data (wB97M-V/def2-TZVPD) for C19H13F6N3O3PdS as an isolated structure.

Positions of all 46 atoms, in Å:
Pd  -0.372  -0.140  -0.442
O  -0.820  -2.237  -0.037
C  -0.524  -2.844  1.047
C  -0.577  -4.274  1.060
C  -0.306  -5.022  2.177
C  0.039  -4.406  3.388
C  0.098  -3.029  3.413
C  -0.166  -2.223  2.295
C  -0.071  -0.792  2.524
N  -0.199  0.136  1.656
N  -0.077  1.431  2.118
C  -0.162  2.308  1.142
O  -0.341  2.100  -0.097
C  -0.052  3.744  1.583
C  -0.180  4.750  0.631
C  -0.085  6.086  0.998
C  0.142  6.432  2.323
C  0.274  5.430  3.278
C  0.178  4.097  2.911
H  -0.840  -4.744  0.121
H  -0.360  -6.105  2.117
H  0.259  -4.989  4.274
H  0.361  -2.525  4.339
H  0.137  -0.476  3.549
H  -0.352  4.453  -0.395
H  -0.185  6.859  0.245
H  0.219  7.475  2.610
H  0.455  5.692  4.315
H  0.281  3.303  3.638
C  2.034  0.963  -2.428
C  2.583  -0.070  -1.433
O  1.765  -0.346  -0.391
C  2.896  -1.377  -2.212
F  1.766  -1.941  -2.643
F  3.672  -1.179  -3.318
F  3.542  -2.297  -1.470
C  3.896  0.501  -0.840
F  4.449  -0.280  0.100
F  3.673  1.696  -0.267
F  4.867  0.712  -1.772
H  1.186  0.527  -2.953
H  2.783  1.285  -3.152
H  1.670  1.811  -1.850
S  -1.981  0.054  -5.153
C  -1.451  -0.078  -3.600
N  -1.078  -0.169  -2.502

Forces on atoms 1 to 6 (eV/Å):
Pd -0.0037 0.0278 -0.0438
O 0.0327 0.0169 0.0182
C -0.0269 -0.0006 0.0468
C 0.0015 -0.0176 -0.0054
C -0.0022 0.0261 -0.0066
C 0.0006 0.0005 -0.0047

As for the spin multiplicity: 3. Its net charge is -2. The calculation puts the HOMO-LUMO gap (spin up / spin down) at 0.23794 / 0.23858 Ha. For the HOMO energy (spin up / spin down), the calculation gives -1.855 / -1.874 eV.